[1]
A structure of composition C8H18F4KN3O8S4 in a non-equilibrium geometry. Source: the Open Molecules 2025 dataset; level of theory: ωB97M-V with the def2-TZVPD basis set.

Structure (XYZ):
```
46
Properties=species:S:1:pos:R:3:mulliken_charge:R:1
K -1.0743 -3.2728 -0.8914 1.03
C 2.4300 4.9559 -0.8931 -1.35
C 1.7529 3.8394 -0.0883 -0.10
C 0.2808 3.6678 -0.3805 -0.97
N -0.2150 2.2260 -0.2567 0.32
C -0.0990 1.7702 1.1765 -0.81
C -1.6264 2.1042 -0.8300 -0.54
C -1.6450 0.8484 -1.6939 -0.69
C -0.3015 0.1548 -1.4609 0.08
C 0.5958 1.3337 -1.1693 -1.01
H 1.8807 5.0036 -1.8403 0.33
H 3.4916 4.8730 -1.0909 0.37
H 2.2055 5.9420 -0.4791 0.35
H 1.9166 3.9435 0.9850 0.43
H 2.3150 2.9380 -0.3399 0.22
H -0.1315 4.0676 -1.3050 0.46
H -0.3231 4.1281 0.4073 0.47
H -0.5589 2.4880 1.8464 0.38
H 0.9237 1.4838 1.3924 0.29
H -0.7014 0.8620 1.1906 0.22
H -2.3163 2.0766 0.0105 0.36
H -1.8316 2.9684 -1.4543 0.35
H -2.4970 0.1888 -1.5271 0.34
H -1.7153 1.0673 -2.7623 0.35
H -0.4136 -0.5101 -0.6140 -0.34
H 0.0792 -0.4292 -2.2975 0.56
H 1.5403 1.0233 -0.7369 0.51
H 0.6991 1.9378 -2.0717 0.42
N 1.2161 -4.7118 -0.6928 -0.28
S 0.9351 -6.1461 0.1225 1.15
O 1.3017 -6.1376 1.4951 -0.53
O 1.2050 -7.3227 -0.6176 -0.60
F -0.6731 -6.1418 0.1450 -0.30
S 2.6492 -4.3988 -0.0309 1.02
O 3.6637 -5.3887 -0.2169 -0.60
O 2.6426 -3.6246 1.1572 -0.51
F 3.1853 -3.4048 -1.1966 -0.33
N -2.1831 -1.9664 1.0733 -0.17
S -3.5016 -1.2559 1.6671 0.95
O -3.4440 0.1434 1.9157 -0.54
O -4.3192 -2.0835 2.4790 -0.57
F -4.3053 -1.3462 0.2661 -0.32
S -1.1984 -1.9193 2.2717 1.00
O -1.2746 -2.8942 3.2942 -0.51
O -0.6352 -0.6593 2.6571 -0.63
F 0.0746 -2.4218 1.3851 -0.25
```

The HOMO energy is -9.38 eV. The calculated total energy is -99972.17514 eV. As for the energy above the lowest of the compared OMol25 structures with the same formula, charge and spin: 0.412 eV. For the gap between HOMO and LUMO, the calculation gives 8.53 eV. The spin multiplicity is 1. The charge is 0. Its LUMO energy is -0.0312 Eh.

***

[2]
An isolated molecule of C8H18N2 in a non-equilibrium geometry. Source: the Open Molecules 2025 dataset; level of theory: ωB97M-V with the def2-TZVPD basis set.

Structure (XYZ):
```
28
Properties=species:S:1:pos:R:3:mulliken_charge:R:1
C 0.8842 0.1619 -0.5111 1.75
C -1.6788 -1.1016 0.6469 -1.08
C -2.6908 0.5236 -1.1844 -0.95
C 1.8418 -0.7467 -1.2896 -2.22
C 1.3866 1.6096 -0.6269 -1.77
C 0.3004 0.8760 1.9406 -1.43
N -1.4955 0.3262 -0.4029 -0.17
N -0.4108 0.0911 -1.1991 -0.24
C 0.7420 -0.2203 0.9955 0.35
C 1.4544 -1.2463 1.5023 -1.00
H -0.5060 -0.7778 -1.7362 0.38
H -2.9272 -0.3437 -1.8276 0.34
H -2.6311 -0.8080 1.0839 0.34
H -1.8130 -1.9099 -0.0794 0.36
H -1.1566 -1.5953 1.4572 0.43
H -2.5693 1.4056 -1.8113 0.31
H -3.5257 0.7116 -0.5040 0.31
H 2.3088 1.7359 -0.0577 0.33
H 1.5446 -1.7937 -1.2349 0.53
H 1.8404 -0.4483 -2.3382 0.45
H 2.8538 -0.6490 -0.9047 0.46
H 1.5863 1.8471 -1.6724 0.41
H 0.6315 2.3008 -0.2618 0.39
H -0.5572 1.4035 1.5323 0.32
H 1.1063 1.5909 2.1098 0.31
H 0.0105 0.4370 2.8964 0.46
H 1.6092 -1.3320 2.5687 0.31
H 1.8611 -2.0481 0.9084 0.30
```

The HOMO energy is -8.08 eV. The calculated total energy is -11564.58982 eV. As for the energy above the lowest of the compared OMol25 structures with the same formula, charge and spin: 3.812 eV. For the gap between HOMO and LUMO, the calculation gives 9.02 eV. As for the SMILES: C=C(C)C(C)(C)NN(C)C. The spin multiplicity is 1. The charge is 0. Its LUMO energy is 0.0347 Eh.

***

[3]
A cluster of 3 separate species, C8H18N4O2S in total in a non-equilibrium geometry. Source: the Open Molecules 2025 dataset; level of theory: ωB97M-V with the def2-TZVPD basis set.

Structure (XYZ):
```
33
Properties=species:S:1:pos:R:3:mulliken_charge:R:1
C 3.5253 2.0361 0.5250 0.05
C 1.7625 3.2548 1.2572 0.39
C 2.7256 1.2714 -0.3380 -0.27
C 1.3989 1.6512 -0.5006 -0.36
C 1.3018 4.4705 2.0177 -1.04
C 1.7014 -0.0038 2.5043 -0.82
C -1.3034 -1.5782 2.2930 -1.00
C -2.9307 -2.8894 -4.5327 -0.01
N 2.9998 2.9220 1.3100 -0.37
N 0.9706 2.7700 0.2599 0.04
N 0.9611 -0.0950 1.3504 -0.02
N -2.6666 -3.8356 -5.4327 -0.15
O -0.8895 -0.7892 -0.1613 -0.65
O 0.6349 -2.7237 0.6937 -0.53
S -0.0400 -1.2274 0.9376 0.99
H 4.6072 1.7474 0.4612 0.34
H 3.2290 0.3550 -0.7781 0.35
H 0.7329 1.2541 -1.2761 0.42
H 0.1603 4.7701 2.0814 0.33
H 1.8470 5.3901 1.7637 0.31
H 1.7310 4.2496 3.0662 0.30
H 1.8753 1.1191 2.6689 0.20
H 1.1954 -0.4210 3.4658 0.31
H 2.7500 -0.4893 2.3936 0.26
H -2.1000 -0.9183 2.3481 0.34
H -1.6439 -2.6555 2.1725 0.36
H -0.6930 -1.5039 3.1470 0.37
H -2.9344 -3.0826 -3.4909 0.31
H -3.2053 -1.9447 -4.9166 0.28
H -0.0664 2.9741 0.1898 0.37
H -2.4485 -4.8117 -5.2665 0.29
H -2.6215 -3.6465 -6.3831 0.27
H 0.9058 -3.3153 1.3817 0.37
```

The HOMO energy is -14.44 eV. The calculated total energy is -29458.78304 eV. As for the energy above the lowest of the compared OMol25 structures with the same formula, charge and spin: 0.000 eV. For the gap between HOMO and LUMO, the calculation gives 6.39 eV. The spin multiplicity is 1. The charge is +2. Its LUMO energy is -0.2958 Eh.

***

[4]
The ion C8H18N4P with charge +1 in a non-equilibrium geometry. Source: the Open Molecules 2025 dataset; level of theory: ωB97M-V with the def2-TZVPD basis set.

Structure (XYZ):
```
31
Properties=species:S:1:pos:R:3:mulliken_charge:R:1
C -1.6874 -0.3785 -0.8192 -0.66
C 0.6652 -0.9071 -1.6739 -0.84
C -1.4535 -1.4419 0.3285 -1.13
C 1.6239 -1.0061 -0.4778 -0.43
C -0.0515 1.4159 -1.4309 -0.94
C 0.3875 1.9566 -0.0579 -0.71
C -2.3114 -1.0984 2.6334 -0.82
C 2.7340 1.6033 0.9986 -1.06
N -0.4524 0.0509 -1.5330 0.18
N -1.2702 -0.9215 1.6475 0.25
N 1.1315 -0.1911 0.6233 0.58
N 1.3709 1.1157 0.6859 -0.30
P 0.1547 -0.1924 1.9816 -0.14
H -2.3500 -0.9315 -1.4908 0.36
H -2.1985 0.4619 -0.4256 0.40
H 1.2211 -0.5216 -2.6547 0.35
H 0.1705 -1.8749 -1.9574 0.36
H -2.2074 -2.1577 0.3809 0.64
H -0.5958 -1.9909 0.0150 0.45
H 1.8862 -2.1251 -0.2279 0.30
H 2.6338 -0.5017 -0.6060 0.33
H -0.8982 2.0449 -1.7569 0.40
H 0.7235 1.5954 -2.1989 0.38
H 0.7777 2.8872 -0.0536 0.65
H -0.4866 1.8973 0.5513 0.29
H -1.8707 -0.6253 3.4730 0.31
H -3.2057 -0.7798 2.1602 0.34
H -2.3456 -2.2420 2.7960 0.32
H 3.1760 0.7421 1.5515 0.42
H 3.3879 1.7811 0.1854 0.37
H 2.7740 2.3875 1.7317 0.35
```

The HOMO energy is -11.89 eV. The calculated total energy is -23827.65846 eV. As for the energy above the lowest of the compared OMol25 structures with the same formula, charge and spin: 0.000 eV. For the gap between HOMO and LUMO, the calculation gives 7.72 eV. As for the SMILES: CN1CCN2CCN3P1[N@+]3(C)CC2. The spin multiplicity is 1. The charge is +1. Its LUMO energy is -0.1532 Eh.

***

[5]
A cluster of 2 separate species, C8H18NO in total in a non-equilibrium geometry. Source: the Open Molecules 2025 dataset; level of theory: ωB97M-V with the def2-TZVPD basis set.

Structure (XYZ):
```
28
Properties=species:S:1:pos:R:3:mulliken_charge:R:1
C 0.6648 0.5561 0.2189 1.46
C -0.8192 0.8049 -0.4198 1.55
C -0.4162 -0.4683 0.1108 -1.24
C 0.9624 0.9168 1.6817 -1.60
C 1.8936 0.5828 -0.6917 -1.51
C -0.9958 1.1276 -1.8180 -1.35
C -1.9882 1.3071 0.5985 -1.18
C 0.2418 -2.3198 1.4470 -0.79
N -0.7086 -1.5775 0.6650 0.12
O 0.2615 -1.7050 -1.8944 -0.51
H 0.3036 0.5949 2.4342 0.47
H 0.9562 2.0898 1.8644 0.25
H 1.8828 0.3857 1.7740 0.49
H 1.7211 -0.0937 -1.4732 0.34
H 2.8932 0.2988 -0.0673 0.35
H 2.1665 1.5104 -1.0731 0.38
H -1.6775 0.4288 -2.2934 0.30
H -0.0516 1.0166 -2.2718 0.35
H -1.3390 2.2084 -1.7757 0.36
H -1.9146 2.4399 0.6283 0.39
H -1.6098 0.9305 1.6226 0.24
H -2.9882 1.0087 0.4253 0.37
H 0.1887 -3.3600 1.0322 0.32
H 1.2199 -1.8608 1.4033 0.30
H -0.0326 -2.3971 2.5577 0.29
H -1.6016 -2.0455 0.4575 0.34
H 0.9473 -2.1811 -2.3734 0.26
H -0.5575 -1.8882 -2.2862 0.25
```

The HOMO energy is -13.99 eV. The calculated total energy is -12116.40429 eV. As for the energy above the lowest of the compared OMol25 structures with the same formula, charge and spin: 2.134 eV. For the gap between HOMO and LUMO, the calculation gives 10.70 eV. The spin multiplicity is 1. The charge is +1. Its LUMO energy is -0.1208 Eh.

***

[6]
An isolated molecule of C8H18NO2PS in a non-equilibrium geometry. Source: the Open Molecules 2025 dataset; level of theory: ωB97M-V with the def2-TZVPD basis set.

Structure (XYZ):
```
31
Properties=species:S:1:pos:R:3:mulliken_charge:R:1
C 0.8528 -0.3390 0.4220 -1.25
C 0.0704 -1.5035 -0.0305 1.94
C -1.7000 0.7159 -0.1121 0.97
C 0.5123 -2.1006 -1.3059 -1.45
C 0.1105 -2.6169 1.0724 -1.66
C -2.3037 1.2094 1.2400 -1.36
C -2.6966 1.0143 -1.2218 -1.73
C 2.8643 1.6961 1.1534 -1.11
N -0.5496 1.2931 -0.4544 -0.83
O 2.1123 1.2573 -1.5015 -0.55
O 3.4398 -0.6086 -0.3719 -0.71
P 2.3610 0.3887 -0.1725 0.94
S -1.7398 -1.1984 0.0020 -0.25
H 0.8135 -0.1121 1.4601 0.56
H 0.0100 -1.5791 -2.1345 0.37
H 0.1994 -3.1930 -1.4872 0.31
H 1.6305 -2.0952 -1.5202 0.27
H -0.2852 -3.5641 0.5479 0.37
H -0.3988 -2.3855 1.9531 0.47
H 1.1569 -2.4524 1.3037 0.47
H -3.4268 1.1120 1.0158 0.31
H -2.1843 2.2883 1.3414 0.43
H -1.8103 0.9059 2.1846 0.29
H -2.2690 0.9620 -2.1950 0.55
H -3.1389 1.9727 -1.1341 0.38
H -3.4707 0.2569 -1.2657 0.44
H 3.6794 2.1705 0.6230 0.36
H 2.2076 2.5908 1.4044 0.30
H 3.0677 1.0075 1.9759 0.36
H -0.3966 1.2299 -1.4162 0.42
H 1.2818 1.6770 -1.3760 0.39
```

The HOMO energy (spin up / spin down) is -8.82 / -8.83 eV. The calculated total energy is -34294.26674 eV. As for the energy above the lowest of the compared OMol25 structures with the same formula, charge and spin: 5.027 eV. For the gap between HOMO and LUMO (spin up / spin down), the calculation gives 7.49 / 7.46 eV. The spin multiplicity is 1. The charge is 0. Its LUMO energy (spin up / spin down) is -0.0491 / -0.0501 Eh.